Entry 1:
Computed, not measured: one molecule with the formula C5H8O, with the ωB97M-V functional and the def2-TZVPD basis.

Output
Frontier orbital gap (eV): 10.802
F_max (eV/A): 10.35
Relative energy (zero: lowest compared OMol25 entry of this formula, charge and spin) (kJ/mol): 490.5
Net charge: 0

Last column: Löwdin charge in e.
Element x y z (Å)
C: -0.1657 1.0772 0.0077  -0.288
C: -0.8501 0.2211 0.9453  -0.102
C: -0.2714 -1.0757 0.2393  -0.256
C: 1.1386 -0.6031 -0.1891  -0.064
C: 0.2313 0.2011 -0.9751  -0.455
H: 0.6444 1.5678 0.4090  0.093
H: -0.8611 1.8120 -0.5754  0.171
H: -0.3337 0.4412 1.9331  0.138
H: -2.0216 0.0840 0.7862  0.169
H: -0.6637 -2.0156 0.4392  0.119
H: 1.9397 -1.6053 -0.4735  0.204
H: 1.4756 0.1561 0.6452  0.134
H: 0.5312 0.5716 -2.0675  0.194
O: -0.7934 -0.8324 -1.1245  -0.057

Entry 2:
Computed, not measured: one molecule with the formula C5H8O, with the ωB97M-V functional and the def2-TZVPD basis.

Output
Frontier orbital gap (eV): 9.796
F_max (eV/A): 1.31
SMILES: C1=CCOCC1
Relative energy (zero: lowest compared OMol25 entry of this formula, charge and spin) (kJ/mol): 206.1
Net charge: 0

Last column: Löwdin charge in e.
Element x y z (Å)
C: 0.3814 -1.3292 -0.0316  -0.081
C: 0.3432 -0.6968 -1.1977  -0.102
C: -0.3875 0.6167 -1.2610  -0.215
O: -1.2998 0.7761 -0.1946  -0.133
C: -0.7176 0.6510 1.0913  -0.209
C: 0.4784 -0.2888 1.0571  -0.180
H: 0.7330 -2.3515 0.0801  0.100
H: 0.9746 -0.9836 -2.0179  0.104
H: -1.0053 0.5951 -2.1654  0.128
H: 0.2926 1.4807 -1.3496  0.129
H: -1.4981 0.2749 1.7549  0.120
H: -0.3878 1.6268 1.4845  0.120
H: 1.3344 0.3151 0.7272  0.111
H: 0.7585 -0.6865 2.0228  0.109

Entry 3:
Computed, not measured: one molecule with the formula C5H8O, with the ωB97M-V functional and the def2-TZVPD basis.

Output
Frontier orbital gap (eV): 10.870
F_max (eV/A): 0.71
SMILES: C[C@H]1C[C@H]1C=O
Relative energy (zero: lowest compared OMol25 entry of this formula, charge and spin) (kJ/mol): 117.4
Net charge: 0

Last column: Löwdin charge in e.
Element x y z (Å)
C: -1.3733 -0.9379 -0.2820  -0.062
C: -0.5720 0.3118 -0.5674  -0.289
C: -0.1120 1.2632 0.4850  -0.082
C: 0.9162 0.4800 -0.2756  -0.216
C: 1.6923 -0.5475 0.4714  -0.238
O: 1.6743 -0.6774 1.6773  0.048
H: -0.9371 -1.5478 0.5141  0.078
H: -2.3866 -0.6629 0.0283  0.079
H: -1.4676 -1.5600 -1.1801  0.077
H: -0.8771 0.8027 -1.4885  0.130
H: -0.2178 0.9600 1.5244  0.112
H: -0.2072 2.3261 0.2881  0.106
H: 1.5006 0.9651 -1.0557  0.135
H: 2.3674 -1.1753 -0.1392  0.122

Entry 4:
Computed, not measured: one molecule with the formula C5H8O, with the ωB97M-V functional and the def2-TZVPD basis.

Output
Frontier orbital gap (eV): 10.346
F_max (eV/A): 1.48
SMILES: C[C@H]1CCC1=O
Relative energy (zero: lowest compared OMol25 entry of this formula, charge and spin) (kJ/mol): 230.0
Net charge: 0

Last column: Löwdin charge in e.
Element x y z (Å)
C: 1.8471 -0.5179 0.4784  -0.038
C: 0.5509 0.2018 -0.3362  -0.122
C: -0.8903 -0.0516 -1.2068  -0.085
C: -1.7019 0.2595 0.0786  -0.108
C: -0.3898 0.3734 0.8221  -0.455
O: -0.1058 0.2620 1.9852  0.077
H: 2.0972 0.0113 1.4368  0.080
H: 1.6866 -1.5507 0.8222  0.067
H: 2.7412 -0.4385 -0.1326  0.045
H: 1.0079 1.0612 -0.8405  0.118
H: -1.0959 0.7246 -1.9730  0.099
H: -1.1321 -1.0073 -1.6791  0.089
H: -2.2543 1.2056 0.0911  0.116
H: -2.3606 -0.5334 0.4537  0.118

Entry 5:
Computed, not measured: one molecule with the formula C5H8O, with the ωB97M-V functional and the def2-TZVPD basis.

Output
Frontier orbital gap (eV): 10.552
F_max (eV/A): 0.51
SMILES: CCC#CCO
Relative energy (zero: lowest compared OMol25 entry of this formula, charge and spin) (kJ/mol): 199.2
Net charge: 0

Last column: Löwdin charge in e.
Element x y z (Å)
C: -1.9861 0.9772 -0.4366  -0.113
C: -1.5773 -0.4804 -0.6789  -0.262
C: -0.1344 -0.6470 -0.4848  -0.041
C: 1.0504 -0.7010 -0.2655  0.001
C: 2.4625 -0.5971 0.1273  -0.279
O: 2.6173 0.2300 1.2663  -0.065
H: -1.5099 1.6361 -1.1680  0.075
H: -3.0702 1.1002 -0.5133  0.069
H: -1.6728 1.3030 0.5597  0.075
H: -2.1135 -1.1386 0.0142  0.110
H: -1.8621 -0.7900 -1.6912  0.110
H: 3.0550 -0.2202 -0.7202  0.116
H: 2.8667 -1.5783 0.3985  0.119
H: 2.0161 0.9779 1.1565  0.085

Entry 6:
Computed, not measured: one molecule with the formula C5H8O, with the ωB97M-V functional and the def2-TZVPD basis.

Output
Frontier orbital gap (eV): 10.749
F_max (eV/A): 0.43
SMILES: CC(=O)C1CC1
Relative energy (zero: lowest compared OMol25 entry of this formula, charge and spin) (kJ/mol): 92.3
Net charge: 0

Last column: Löwdin charge in e.
Element x y z (Å)
C: -2.0255 0.0003 0.5529  -0.009
C: -0.8227 0.4811 -0.2318  -0.430
O: -0.7402 1.6578 -0.5229  0.071
C: 0.3194 -0.4560 -0.4872  -0.231
C: 1.6145 0.1764 -0.8835  -0.113
C: 1.4403 -0.2983 0.5234  -0.099
H: -2.9456 0.2426 0.0133  0.086
H: -2.0069 -1.0628 0.8000  0.077
H: -2.0304 0.5868 1.4787  0.091
H: 0.0893 -1.4690 -0.8050  0.139
H: 1.5568 1.2462 -1.0490  0.102
H: 2.2915 -0.3656 -1.5337  0.104
H: 1.9616 -1.1935 0.8504  0.101
H: 1.2981 0.4540 1.2944  0.110

Entry 7:
Computed, not measured: a 3-piece molecular cluster, C5H8O overall, with the ωB97M-V functional and the def2-TZVPD basis.

Output
Frontier orbital gap (alpha / beta) (eV): 7.500 / 7.510
F_max (eV/A): 2.05
Relative energy (zero: lowest compared OMol25 entry of this formula, charge and spin) (kJ/mol): 911.2
Net charge: 0

Last column: Löwdin charge in e.
Element x y z (Å)
C: 1.2415 -0.8306 0.3721  -0.076
C: 0.2656 0.2198 -0.0452  -0.328
C: -0.9987 0.3920 0.4883  -0.032
C: -1.4416 1.4376 -0.3729  -0.085
O: -0.5092 2.1484 -1.0333  -0.043
C: 0.7050 1.4175 -0.8385  -0.134
H: 1.8792 -1.1834 -0.4495  0.076
H: 0.7028 -1.6748 0.8038  0.074
H: 1.9532 -0.4248 1.1068  0.091
H: -0.8151 -2.3053 -2.0144  0.047
H: -3.0984 -4.3480 4.5743  0.000
H: -2.4331 1.8805 -0.4322  0.117
H: 1.4335 2.0575 -0.3240  0.150
H: 1.1154 1.2139 -1.8354  0.142

Entry 8:
Computed, not measured: C5H8O as an isolated structure, with the ωB97M-V functional and the def2-TZVPD basis.

Output
Frontier orbital gap (eV): 9.314
F_max (eV/A): 0.34
Relative energy (zero: lowest compared OMol25 entry of this formula, charge and spin) (kJ/mol): 482.5
Net charge: 0

Last column: Löwdin charge in e.
Element x y z (Å)
C: 1.4786 0.7254 0.0401  -0.113
C: 1.5301 -0.7699 0.0124  -0.113
C: 0.2844 -0.0726 0.4927  -0.269
C: -0.9398 -0.1423 -0.3581  -0.396
C: -2.2096 -0.6692 0.1921  0.086
O: -1.8495 1.0158 -0.2369  -0.025
H: 1.4021 1.2507 -0.9084  0.105
H: 2.0564 1.2478 0.7970  0.101
H: 2.1343 -1.2860 0.7520  0.102
H: 1.4916 -1.2642 -0.9551  0.104
H: 0.0789 -0.1212 1.5609  0.141
H: -0.7041 -0.2111 -1.4261  0.149
H: -2.8489 -0.9341 -0.6643  0.023
H: -1.9045 1.2311 0.7016  0.107

Entry 9:
Computed, not measured: one molecule with the formula C5H8O, with the ωB97M-V functional and the def2-TZVPD basis.

Output
Frontier orbital gap (eV): 10.705
F_max (eV/A): 3.98
SMILES: CC(=O)C1CC1
Relative energy (zero: lowest compared OMol25 entry of this formula, charge and spin) (kJ/mol): 192.1
Net charge: 0

Last column: Löwdin charge in e.
Element x y z (Å)
C: 2.1294 -0.4040 0.0234  -0.053
C: 0.9480 0.4675 -0.0647  -0.491
O: 0.9219 1.6684 0.0180  0.082
C: -0.3868 -0.2877 -0.0962  -0.232
C: -1.5371 0.2020 0.7913  -0.087
C: -1.6205 0.2504 -0.7118  -0.124
H: 2.2944 -0.6652 -1.2069  0.162
H: 3.1064 0.1025 0.4857  0.117
H: 1.9760 -1.4185 0.6224  0.112
H: -0.3088 -1.3610 -0.0840  0.118
H: -2.2255 -0.5949 1.1252  0.108
H: -1.3655 1.1266 1.3568  0.111
H: -2.3291 -0.3383 -1.1207  0.061
H: -1.6028 1.2523 -1.1386  0.115

Entry 10:
Computed, not measured: a 2-piece molecular cluster, C5H8O overall, with the ωB97M-V functional and the def2-TZVPD basis.

Output
Frontier orbital gap (eV): 10.237
F_max (eV/A): 0.53
SMILES: CC1=CC1.C=O
Relative energy (zero: lowest compared OMol25 entry of this formula, charge and spin) (kJ/mol): 341.8
Net charge: 0

Last column: Löwdin charge in e.
Element x y z (Å)
C: 2.5455 0.3255 -0.5474  -0.049
C: 1.1240 0.2778 -0.1563  -0.261
C: 0.0990 0.5919 0.5632  -0.003
C: -0.1666 -0.3873 -0.5461  -0.160
H: 3.1309 0.9904 0.0928  0.077
H: 2.9712 -0.6829 -0.4984  0.083
H: 2.6300 0.6633 -1.5864  0.083
H: -0.3882 1.1169 1.3711  0.092
H: -0.6919 -0.0636 -1.4517  0.081
H: -0.3093 -1.4509 -0.3206  0.079
C: -2.7366 -0.3485 0.7666  -0.177
O: -2.7369 0.5295 1.5921  -0.023
H: -3.0317 -0.1735 -0.2870  0.088
H: -2.4395 -1.3885 1.0082  0.088

Entry 11:
Computed, not measured: a 2-piece molecular cluster, C5H8O overall, with the ωB97M-V functional and the def2-TZVPD basis.

Output
Frontier orbital gap (eV): 10.231
F_max (eV/A): 0.52
SMILES: CC1=CC1.C=O
Relative energy (zero: lowest compared OMol25 entry of this formula, charge and spin) (kJ/mol): 341.2
Net charge: 0

Last column: Löwdin charge in e.
Element x y z (Å)
C: 0.1243 -0.9737 -2.4774  -0.049
C: 0.1490 -0.4935 -1.0824  -0.259
C: 0.4839 -0.5818 0.1611  -0.006
C: -0.3476 0.6174 -0.1950  -0.157
H: 0.6805 -1.9083 -2.5875  0.078
H: -0.9112 -1.1362 -2.7972  0.082
H: 0.5591 -0.2188 -3.1421  0.082
H: 0.9731 -1.0597 0.9956  0.092
H: 0.1197 1.6075 -0.2464  0.080
H: -1.4074 0.6515 0.0841  0.078
C: -0.1263 0.9442 2.6779  -0.176
O: 0.6428 0.1205 3.1047  -0.022
H: 0.2050 1.9442 2.3336  0.088
H: -1.2152 0.7519 2.5990  0.088

Entry 12:
Computed, not measured: one molecule with the formula C5H8O, with the ωB97M-V functional and the def2-TZVPD basis.

Output
Frontier orbital gap (eV): 10.265
F_max (eV/A): 0.37
Relative energy (zero: lowest compared OMol25 entry of this formula, charge and spin) (kJ/mol): 358.1
Net charge: 0

Last column: Löwdin charge in e.
Element x y z (Å)
C: -0.3501 -1.0058 1.2204  -0.127
C: -0.5613 -1.1868 -1.6452  0.056
C: 0.1758 0.4219 1.0567  -0.237
C: 0.2907 1.0319 -0.3647  -0.166
C: -0.1479 0.2542 -1.5833  -0.284
O: 0.6566 -0.9009 -1.9780  0.005
H: -1.4227 -1.0713 1.0128  0.078
H: -0.1809 -1.3173 2.2561  0.074
H: 0.1530 -1.7364 0.5821  0.055
H: -0.4794 1.0741 1.6450  0.100
H: 1.1615 0.4815 1.5310  0.101
H: -0.2951 1.9566 -0.4001  0.110
H: 1.3280 1.3513 -0.5321  0.114
H: -0.4041 0.8626 -2.4498  0.122

Entry 13:
Computed, not measured: one molecule with the formula C5H8O, with the ωB97M-V functional and the def2-TZVPD basis.

Output
Frontier orbital gap (eV): 10.559
F_max (eV/A): 0.60
SMILES: CCC#CCO
Relative energy (zero: lowest compared OMol25 entry of this formula, charge and spin) (kJ/mol): 207.8
Net charge: 0

Last column: Löwdin charge in e.
Element x y z (Å)
C: -2.1240 1.0194 -0.2537  -0.112
C: -1.5332 -0.3919 -0.4129  -0.260
C: -0.0640 -0.4087 -0.4772  -0.038
C: 1.1293 -0.5152 -0.3252  -0.003
C: 2.5159 -0.6110 0.1579  -0.278
O: 2.5806 -0.2457 1.5271  -0.066
H: -2.0842 1.5850 -1.1891  0.072
H: -3.1720 0.9585 0.0579  0.069
H: -1.5733 1.5905 0.5011  0.072
H: -1.8254 -1.0041 0.4518  0.114
H: -1.9546 -0.8866 -1.2958  0.109
H: 3.1984 -0.0005 -0.4529  0.114
H: 2.8467 -1.6537 0.0914  0.120
H: 2.0597 0.5638 1.6196  0.087

Entry 14:
Computed, not measured: one molecule with the formula C5H8O, with the ωB97M-V functional and the def2-TZVPD basis.

Output
Frontier orbital gap (eV): 10.352
F_max (eV/A): 0.99
SMILES: CC#CCCO
Relative energy (zero: lowest compared OMol25 entry of this formula, charge and spin) (kJ/mol): 317.7
Net charge: 0

Last column: Löwdin charge in e.
Element x y z (Å)
C: -2.2178 -0.3529 0.4986  -0.083
C: -1.0776 0.4509 0.9012  -0.099
C: -0.0440 1.0385 0.6782  -0.051
C: 0.7493 0.9021 -0.5774  -0.199
C: 1.8193 -0.1708 -0.4055  -0.283
O: 1.3177 -1.3782 0.1261  -0.074
H: -1.8388 -1.3389 0.1937  0.090
H: -2.9809 -0.4683 1.2602  0.071
H: -2.6508 0.1290 -0.3901  0.092
H: 0.0355 0.5430 -1.3374  0.118
H: 1.1521 1.8529 -0.9191  0.103
H: 2.2222 -0.4151 -1.3921  0.119
H: 2.6269 0.2307 0.2187  0.117
H: 0.9806 -1.1809 1.0135  0.078

Entry 15:
Computed, not measured: a 2-piece molecular cluster, C5H8O overall, with the ωB97M-V functional and the def2-TZVPD basis.

Output
Frontier orbital gap (eV): 8.908
F_max (eV/A): 0.36
SMILES: C1=C2C[C@H]2CO1.[H][H]
Relative energy (zero: lowest compared OMol25 entry of this formula, charge and spin) (kJ/mol): 433.0
Net charge: 0

Last column: Löwdin charge in e.
Element x y z (Å)
C: -1.0623 -0.4895 -0.3851  -0.126
C: 0.2723 -0.5071 -0.2255  -0.197
C: 1.2930 0.4231 -0.7589  -0.051
C: 0.6232 0.7048 0.5779  -0.219
C: -0.7079 1.4018 0.7716  -0.100
O: -1.7217 0.4223 0.3596  -0.055
H: -1.6960 -1.0947 -1.0269  0.128
H: 0.9984 1.0045 -1.6301  0.109
H: 2.3494 0.1617 -0.7330  0.096
H: 1.2513 0.5670 1.4578  0.133
H: -0.8678 2.3032 0.1683  0.124
H: -0.8959 1.6317 1.8216  0.121
H: -0.1682 -3.5398 -0.2150  0.030
H: 0.3322 -2.9890 -0.1823  0.008

Entry 16:
Computed, not measured: one molecule with the formula C5H8O, with the ωB97M-V functional and the def2-TZVPD basis.

Output
Frontier orbital gap (eV): 9.816
F_max (eV/A): 0.36
SMILES: C=CC/C=C\O
Relative energy (zero: lowest compared OMol25 entry of this formula, charge and spin) (kJ/mol): 149.6
Net charge: 0

Last column: Löwdin charge in e.
Element x y z (Å)
C: 0.9791 -1.3840 0.5642  0.009
C: 0.7307 -0.9058 -0.6527  -0.201
C: 0.4936 0.5747 -0.9088  -0.207
C: -0.1296 1.2714 0.2791  -0.129
C: -1.3294 0.8890 0.7212  -0.218
O: -2.0505 -0.1280 0.1810  0.003
H: 1.1318 -2.4374 0.7694  0.059
H: 1.0411 -0.7033 1.4089  0.069
H: 0.7010 -1.5815 -1.5082  0.101
H: -0.1597 0.6952 -1.7847  0.115
H: 1.4465 1.0424 -1.1820  0.111
H: 0.4074 2.0523 0.8067  0.099
H: -1.8389 1.3409 1.5676  0.116
H: -1.4232 -0.7258 -0.2618  0.072

Entry 17:
Computed, not measured: one molecule with the formula C5H8O, with the ωB97M-V functional and the def2-TZVPD basis.

Output
Frontier orbital gap (eV): 8.396
F_max (eV/A): 0.33
Relative energy (zero: lowest compared OMol25 entry of this formula, charge and spin) (kJ/mol): 404.9
Net charge: 0

Last column: Löwdin charge in e.
Element x y z (Å)
C: 1.3600 0.1655 -0.2505  -0.228
C: 0.6838 1.2316 0.5319  0.066
C: -0.7909 1.0794 0.3656  -0.228
C: -1.2905 -0.1485 -0.3987  -0.218
O: -0.5860 -1.3207 -0.0251  -0.139
C: 0.7658 -1.1364 0.3330  -0.209
H: 1.0917 0.2088 -1.3179  0.128
H: 2.4520 0.1824 -0.1718  0.099
H: 0.8581 -1.1123 1.4293  0.123
H: -1.0713 2.0108 -0.1507  0.130
H: -1.2636 1.1799 1.3516  0.116
H: -1.1943 0.0109 -1.4812  0.115
H: -2.3443 -0.3484 -0.1934  0.121
H: 1.3296 -2.0030 -0.0222  0.125

Entry 18:
Computed, not measured: one molecule with the formula C5H8O, with the ωB97M-V functional and the def2-TZVPD basis.

Output
Frontier orbital gap (eV): 8.970
F_max (eV/A): 0.34
Relative energy (zero: lowest compared OMol25 entry of this formula, charge and spin) (kJ/mol): 501.5
Net charge: 0

Last column: Löwdin charge in e.
Element x y z (Å)
O: -0.8988 1.8328 -0.5366  0.001
C: -0.8452 0.9032 0.4932  -0.346
C: -1.2570 -0.4723 0.1638  -0.057
C: 0.8438 -1.5998 -0.9183  0.104
C: 1.3007 -0.2327 -0.6066  -0.287
C: 0.2234 -0.1746 0.4868  -0.253
H: -0.1981 2.4809 -0.3867  0.107
H: -1.0951 1.2865 1.4841  0.149
H: -1.4898 -0.6608 -0.8769  0.111
H: -1.8178 -1.0583 0.8848  0.114
H: 1.2798 -2.2385 -0.1176  0.017
H: 1.1099 0.5082 -1.3893  0.096
H: 2.2829 -0.0728 -0.1457  0.108
H: 0.5614 -0.5020 1.4648  0.137